Record 1
Formula: C4H7N3O
Source: the Open Molecules 2025 dataset
Level of theory: ωB97M-V/def2-TZVPD

Calculated values
- gap between HOMO and LUMO (eV) = 8.85
- HOMO level (eV) = -8.60
- SMILES string = [H]/N=N/C(C)=O.CC#N

The geometry in ORCA input format:
```
! RIJCOSX wB97M-V def2-TZVPD def2/J DEFGRID3
* xyz 0 1
H 2.49319 -2.14598 -1.21940
N 1.47272 -2.06637 -1.39196
N 0.92002 -1.17311 -0.79051
C -0.37040 -0.93932 -0.26451
C -1.28435 -0.45796 -1.39151
O -0.75008 -1.25428 0.84329
H -0.91326 0.49421 -1.76642
H -1.28639 -1.17505 -2.20941
H -2.29006 -0.34836 -0.99362
C 0.17277 1.49877 1.98744
C 0.54273 1.42142 0.59365
N 1.08432 1.62755 -0.41181
H -0.24250 0.53383 2.28269
H 1.04415 1.72423 2.60011
H -0.59286 2.26042 2.13197
*
```

Record 2
Formula: C7H9ClN3O
Source: the Open Molecules 2025 dataset
Level of theory: ωB97M-V/def2-TZVPD

Calculated values
- gap between HOMO and LUMO (eV) = 9.53
- HOMO level (eV) = -13.83

The geometry in ORCA input format:
```
! RIJCOSX wB97M-V def2-TZVPD def2/J DEFGRID3
* xyz 1 1
C -0.45093 0.98608 1.14288
C -0.55134 0.72085 -1.36643
C -1.78916 0.68003 1.33437
C -1.82773 0.44321 -1.29557
C 4.73383 -0.77306 0.51348
C 0.31782 0.87610 -0.13981
C -2.54949 0.33800 0.08667
N 1.17870 -0.30023 -0.16171
N 3.66048 -0.37057 0.25952
N 1.02944 -1.55298 -0.28802
O -0.11191 -2.07641 -0.41598
Cl -3.19093 -1.49234 0.30353
H -0.00073 1.24432 2.08056
H 0.01983 0.81266 -2.24578
H -2.18235 0.62405 2.37553
H -2.58990 0.22310 -2.11867
H 5.60919 -1.25952 0.70428
H 0.97946 1.70922 -0.34846
H -3.45261 0.89067 -0.00389
H 2.19468 -0.09092 0.07836
H -1.02637 -1.63225 -0.49484
*
```

Record 3
Formula: C7H17B2FO7Tl
Source: the Open Molecules 2025 dataset
Level of theory: ωB97M-V/def2-TZVPD

Calculated values
- gap between HOMO and LUMO (spin up / spin down) (eV) = 3.91 / 3.90
- HOMO level (spin up / spin down) (eV) = -9.39 / -9.38

The geometry in ORCA input format:
```
! RIJCOSX wB97M-V def2-TZVPD def2/J DEFGRID3
* xyz 0 2
Tl -3.84474 -8.53842 -17.02070
B -4.10515 -11.35768 -15.87305
H -3.26301 -10.88099 -15.39576
H -4.16608 -12.38366 -15.54457
H -4.96827 -10.77248 -15.59591
H -3.86125 -11.27141 -16.92057
B -1.46749 -10.31869 -17.74421
H -1.08600 -9.37839 -18.11101
H -2.34355 -10.52397 -18.33972
H -0.74608 -11.11853 -17.80774
H -1.74510 -10.18114 -16.71065
C -2.09867 -8.99810 -12.17336
C -1.78549 -9.31431 -13.64845
O -1.12170 -10.35127 -13.97068
O -2.35477 -8.67780 -14.55401
H -3.04788 -9.38526 -11.80296
H -2.24572 -7.93900 -11.96173
H -1.41705 -9.39922 -11.42329
C -7.33181 -5.10785 -18.26262
C -6.17455 -6.07675 -17.92500
O -6.32236 -6.90289 -17.07867
O -5.13741 -6.15250 -18.62119
H -6.86322 -4.26385 -18.76879
H -7.74947 -4.83740 -17.29282
H -8.03254 -5.60578 -18.93280
C -2.73521 -6.89061 -22.81916
C -3.20374 -8.34380 -22.78623
O -3.55073 -8.55067 -21.45802
C -2.70064 -7.80398 -20.83867
O -2.58607 -7.84445 -19.60772
O -2.05288 -6.89962 -21.61021
F -2.16668 -9.04982 -23.08649
H -3.69066 -6.37633 -22.92281
H -2.09284 -6.76956 -23.69139
H -4.08223 -8.46459 -23.42007
*
```